273
Properties=species:S:1:pos:R:3:forces:R:3:lowdin_charge:R:1 method="wB97M-V/def2-TZVPD" lumo_energy_ev=0.1 e_homo_ev=-8.16 spin_multiplicity=1 gap_ev=8.3
O 21.868 17.576 18.313 -0.0061 0.3177 -0.2555 -0.0505
H 21.255 17.853 17.609 0.1584 0.0800 0.0931 0.0385
H 22.491 18.317 18.436 -0.2847 -0.1976 -0.0460 0.0336
O 21.010 21.958 16.711 0.9725 -0.3882 0.0657 -0.0317
H 20.144 21.798 17.077 -0.7079 0.2096 0.4077 -0.0153
H 20.916 22.548 15.970 -0.2294 0.3246 -0.3443 0.0393
O 19.954 19.226 16.258 -0.5667 -0.6647 0.2490 -0.0535
H 19.251 19.731 16.715 0.0072 -0.1767 0.0792 0.0092
H 20.638 19.864 16.095 0.6014 0.6849 -0.1248 0.0119
C 15.304 22.796 22.422 -0.2603 0.3196 -0.5472 -0.1072
O 13.885 22.925 22.166 0.5996 -0.3934 -0.3267 -0.1151
H 15.660 23.813 22.404 0.2009 0.3159 0.5651 0.0665
H 15.514 22.289 23.349 -0.0033 -0.0914 0.4497 0.0677
H 15.874 22.327 21.616 -0.4105 -0.3472 -0.1425 0.0621
H 13.506 22.046 22.056 -0.0027 -0.1211 0.1774 0.0650
C 15.098 24.804 19.854 1.1382 0.8069 -0.1289 -0.1350
O 14.194 23.785 19.484 -0.1602 0.0542 1.2109 -0.1449
H 14.924 25.684 19.234 -0.2729 0.0081 0.0530 0.0630
H 15.095 25.149 20.928 -0.4003 -0.6346 -1.0561 0.0983
H 16.120 24.479 19.595 -0.1081 0.1201 0.4023 0.0575
H 14.066 23.274 20.308 -0.4035 0.1216 -0.3289 0.0586
C 14.726 19.640 24.187 -0.5174 -1.1199 -0.3109 -0.1965
O 15.608 20.278 25.033 0.2230 1.4556 0.7962 -0.1314
H 14.526 18.613 24.535 -0.1233 0.1478 -0.2411 0.0670
H 13.772 20.176 24.160 0.1406 0.0775 0.1114 0.0796
H 15.103 19.565 23.165 0.0612 -0.0171 -0.2278 0.0592
H 16.409 19.756 25.175 0.1420 -0.5754 -0.2353 0.0283
C 18.980 23.001 12.239 0.2616 -0.4252 0.2429 -0.1438
O 17.893 23.684 12.858 0.2054 -0.3670 -0.9041 -0.1203
H 19.551 22.453 13.001 -0.0505 -0.0875 -0.1830 0.0766
H 18.633 22.271 11.510 -0.1788 0.0608 -0.0900 0.0719
H 19.678 23.681 11.765 0.0232 0.3096 -0.2412 0.0729
H 18.160 23.653 13.761 -0.3434 0.4662 1.1193 0.0103
C 15.099 16.194 15.082 -0.9929 -2.3742 -0.2556 -0.1112
O 15.589 15.805 13.769 -0.2297 1.3235 0.2428 -0.1374
H 14.008 16.008 15.105 0.2513 0.5587 -0.0798 0.0878
H 15.459 15.376 15.738 0.2458 0.7611 -0.1492 0.0778
H 15.316 17.169 15.510 0.4720 0.0537 -0.7214 0.0410
H 15.285 16.431 13.078 0.1671 -0.4166 0.7343 0.0954
C 12.610 21.948 17.275 0.2216 1.4899 1.3142 -0.1156
O 12.917 23.370 17.083 -0.5636 -1.4728 -0.4125 -0.1467
H 11.680 21.741 16.763 0.0981 -0.1334 -0.5339 0.0696
H 13.451 21.296 16.982 -0.5220 0.2413 -0.1947 0.0453
H 12.373 21.727 18.343 0.3537 0.2338 -0.4900 0.0822
H 13.328 23.746 17.877 -0.0588 -0.5469 0.2257 0.0247
C 19.487 24.353 19.517 0.5492 -0.1438 1.2837 -0.0964
O 18.494 23.701 20.364 0.6264 0.1641 -0.1051 -0.1511
H 19.043 24.677 18.599 -0.6235 0.2353 -0.3118 0.0555
H 19.913 25.200 20.069 -0.1987 0.0828 -0.2818 0.0876
H 20.328 23.712 19.242 -0.1938 -0.3706 0.1868 0.0673
H 18.826 23.695 21.283 -0.1724 -0.0235 -0.7804 0.0969
C 18.682 16.827 14.630 -1.0151 -1.4376 -0.2830 -0.1434
O 18.379 15.475 14.212 0.2706 0.3356 0.1118 -0.1522
H 18.532 17.521 13.808 0.2195 0.2547 -0.1793 0.0715
H 17.973 17.098 15.422 0.4722 0.2207 0.2094 0.0510
H 19.715 16.803 14.956 -0.0593 0.3217 0.1804 0.0686
H 17.432 15.407 14.014 0.1767 0.2716 -0.0547 0.0234
C 21.861 15.357 20.509 -0.2576 -0.5818 0.7411 -0.1352
O 20.746 16.232 20.466 -0.4116 -0.9824 0.8904 -0.1494
H 21.939 14.743 19.621 -0.1966 -0.3363 -0.2109 0.0764
H 22.754 15.942 20.547 0.8896 0.4297 0.1809 0.0549
H 21.842 14.708 21.417 -0.2853 0.5549 -0.7002 0.0906
H 20.945 16.796 19.730 0.2133 0.9853 -0.9629 0.0020
C 10.145 16.070 22.701 0.6169 1.6126 0.1852 -0.0095
C 11.547 16.663 23.192 -1.6575 0.3359 -0.5997 -0.4775
C 12.651 15.700 22.838 0.0172 0.3646 -0.5244 -0.1493
C 12.851 15.607 21.333 0.2416 -0.4606 0.7256 -0.1730
C 13.206 16.954 20.769 0.1357 0.2108 0.0893 -0.1366
C 12.163 18.035 21.051 -1.4807 -0.4338 -0.3584 -0.5068
N 11.842 17.972 22.503 0.2863 -0.0343 1.2281 -0.0530
O 10.758 18.879 22.860 0.5695 -0.6352 -0.9857 -0.0317
C 12.683 19.425 20.701 0.3328 0.3217 0.9542 -0.0380
C 10.939 17.793 20.143 1.1010 -0.8953 -0.4317 -0.0235
C 11.529 16.847 24.733 -0.5377 0.3680 -0.2417 -0.0309
H 10.168 15.934 21.624 0.0560 -0.4095 0.2226 0.0362
H 9.296 16.789 22.846 0.8216 -0.6998 0.3786 0.0957
H 10.003 15.130 23.207 -0.4078 -0.3324 0.1568 0.0733
H 13.551 16.097 23.298 0.4530 -0.0309 0.0114 0.1171
H 12.468 14.732 23.271 -0.2292 -0.4493 0.2688 0.1190
H 11.975 15.196 20.808 0.2314 0.0207 0.2846 0.1121
H 13.680 14.920 21.165 -0.0208 -0.0759 -0.2654 0.0856
H 13.364 16.734 19.719 -0.0571 0.8341 -0.5508 0.1250
H 14.135 17.344 21.174 0.4737 -0.2752 0.1870 0.1152
H 11.925 20.180 20.895 -0.2349 0.0181 0.1345 0.0827
H 13.533 19.638 21.365 0.0717 0.0887 -0.2893 0.0651
H 12.956 19.556 19.654 0.2041 -0.3860 -0.0214 0.0671
H 10.095 18.382 20.459 -0.4557 -0.0518 0.0679 0.0832
H 11.290 18.124 19.163 -0.4442 -0.0067 -0.1883 0.0813
H 10.755 16.698 20.058 -0.3481 1.0039 -0.0130 0.0731
H 11.368 15.871 25.215 -0.0743 0.2681 -0.1941 0.0882
H 10.736 17.543 25.060 0.1332 -0.4725 -0.2161 0.0823
H 12.454 17.255 25.141 0.2656 -0.0467 -0.3124 0.0667
H 11.168 19.360 23.575 0.0631 0.3871 0.2730 0.0819
C 25.580 21.440 18.976 -0.3227 0.6513 -0.3256 -0.0284
C 25.564 20.711 20.312 -0.0855 -0.5646 0.2086 -0.5155
C 25.750 21.663 21.467 -1.5153 0.2465 0.1824 -0.1491
C 24.492 22.506 21.731 0.7202 -0.7642 1.0528 -0.1673
C 23.322 21.519 22.001 -0.0454 2.2671 0.6468 -0.1376
C 23.012 20.573 20.863 -0.0293 -0.3595 -0.4231 -0.5017
N 24.295 19.910 20.573 1.1874 -0.4019 -0.1303 -0.0514
O 24.126 19.064 19.417 -0.1536 -0.1480 0.3136 -0.0667
C 22.007 19.524 21.364 0.9820 -0.6191 -0.7892 -0.0254
C 22.513 21.248 19.565 0.2534 0.9142 0.5124 -0.0067
C 26.711 19.724 20.377 -0.2190 -1.1297 -0.2641 -0.0466
H 26.556 21.843 18.684 0.1322 -0.1861 0.4941 0.0917
H 24.915 22.311 19.056 0.0767 -0.3029 -0.4231 0.0737
H 25.292 20.794 18.141 -0.2321 0.0983 0.2501 0.0868
H 25.856 21.077 22.389 0.4059 0.0280 -0.1850 0.1269
H 26.613 22.278 21.297 0.5814 0.2307 -0.0225 0.1183
H 24.253 23.289 21.012 0.0256 -0.3150 -0.3517 0.0995
H 24.766 23.051 22.647 -0.5982 0.0122 -0.0166 0.1105
H 22.495 22.198 22.205 -0.7315 -0.1622 -0.3674 0.1125
H 23.420 21.051 22.993 0.4753 -0.4487 -0.5624 0.1266
H 21.135 19.986 21.830 0.0755 -0.1138 -0.3104 0.0621
H 21.766 18.850 20.530 -0.5937 0.4315 0.1713 0.0639
H 22.510 18.847 22.051 0.0351 0.2094 0.5390 0.0889
H 23.041 20.815 18.701 -0.5450 0.3760 0.3257 0.0786
H 21.435 21.220 19.398 0.0223 -0.2423 0.1307 0.0682
H 22.787 22.307 19.681 -0.1436 -0.1670 -0.5993 0.0737
H 26.650 19.077 21.255 -0.1878 0.0770 0.0134 0.0906
H 27.690 20.160 20.391 0.4498 0.7777 0.0502 0.0789
H 26.708 19.093 19.497 -0.0854 -0.3164 -0.1981 0.0779
H 24.205 18.182 19.793 0.1198 -0.1060 -0.0111 0.1065
C 14.891 21.276 10.570 0.9668 -2.5098 -0.1634 -0.0408
C 14.401 20.928 11.984 -0.4780 0.5815 0.9508 -0.4726
C 14.124 22.337 12.592 -0.3669 -0.7658 -0.0902 -0.1301
C 13.216 22.303 13.794 0.0460 0.1067 0.7075 -0.1854
C 11.925 21.548 13.526 0.0106 1.5399 -0.1174 -0.1530
C 12.154 20.138 13.105 1.0617 -0.9248 0.1590 -0.4980
N 13.096 20.171 11.918 -0.6846 0.5326 -0.6828 -0.0575
O 13.348 18.835 11.427 -0.0272 0.2902 0.4960 -0.0473
C 12.784 19.356 14.296 -0.3570 -0.0178 -0.9985 -0.0136
C 10.806 19.518 12.731 -0.0121 0.0636 -0.0117 -0.0370
C 15.443 20.140 12.823 0.5141 0.6208 -1.2116 -0.0108
H 15.802 21.896 10.511 -0.5184 -0.0349 0.5001 0.0875
H 14.089 21.712 10.007 -0.3416 0.2415 -0.3265 0.0737
H 15.184 20.296 10.112 -0.2918 0.7745 -0.1211 0.0908
H 15.101 22.811 12.760 -0.2433 -0.0079 0.1206 0.1124
H 13.580 22.917 11.842 0.2047 0.0631 -0.2191 0.1183
H 12.897 23.304 14.062 0.3253 0.2594 0.2203 0.0929
H 13.713 21.877 14.677 0.0259 0.2544 -0.1120 0.0870
H 11.362 22.134 12.777 0.1131 -0.4353 -0.0603 0.1357
H 11.320 21.617 14.434 -0.0638 -0.3947 0.0002 0.1159
H 13.551 19.962 14.777 -0.3647 -0.3298 0.1867 0.0291
H 11.996 19.040 14.980 0.1625 0.0748 0.2103 0.0915
H 13.250 18.479 13.849 0.0572 -0.2059 0.2834 0.0717
H 10.819 18.435 12.668 0.2142 -0.1930 -0.1923 0.0777
H 10.054 19.758 13.493 0.2628 0.0734 0.0263 0.0883
H 10.441 19.943 11.800 0.0183 -0.0156 -0.2260 0.0843
H 15.245 20.170 13.894 0.2202 0.0760 -0.3021 0.0391
H 16.443 20.541 12.573 -0.3051 0.0840 0.5214 0.0893
H 15.492 19.115 12.463 -0.2351 -0.2183 0.1562 0.0708
H 12.707 18.695 10.715 0.1852 0.3525 0.2132 0.1038
C 18.594 19.895 23.330 -1.3348 -0.2606 1.9207 -0.0113
C 18.951 18.948 24.527 0.6215 0.3092 -0.4459 -0.4746
C 19.586 19.804 25.640 0.8881 -1.2090 0.6528 -0.1164
C 19.730 19.138 27.046 -1.6817 -0.4515 -1.0096 -0.1451
C 18.360 18.495 27.412 0.5041 0.9052 -0.0846 -0.1312
C 17.804 17.548 26.348 0.4625 -0.1652 0.9950 -0.5378
N 17.747 18.306 25.090 -0.9668 -0.7908 -1.1215 -0.0688
O 17.094 17.423 24.111 1.0214 0.5502 0.3116 -0.0388
C 18.608 16.250 26.373 1.1537 -0.0539 -0.6913 -0.0222
C 16.377 17.177 26.741 -0.0840 -0.2557 0.0539 -0.0296
C 19.983 17.946 23.982 -0.6604 -1.0615 -0.3629 -0.0061
H 19.462 20.365 22.923 0.7550 -0.2353 -0.4605 0.0527
H 18.003 20.763 23.695 -0.2194 -0.7380 -0.2452 0.0882
H 18.040 19.261 22.643 0.0014 0.4554 -0.4845 0.0691
H 20.600 19.994 25.286 -0.0428 0.5459 -0.0702 0.1193
H 19.052 20.729 25.815 -0.2208 0.2921 -0.3350 0.1148
H 19.941 19.956 27.727 0.3015 -0.2363 0.3446 0.1056
H 20.470 18.343 27.103 0.4228 0.2901 -0.1269 0.0970
H 17.633 19.313 27.477 -0.0296 -0.0742 0.4305 0.1236
H 18.454 17.963 28.368 -0.2963 0.1763 -0.1513 0.1253
H 18.347 15.641 27.243 0.0627 0.1943 -0.0659 0.0960
H 18.423 15.651 25.491 -0.3214 -0.3721 -0.2076 0.0637
H 19.704 16.401 26.334 -0.5225 0.0233 0.3901 0.0775
H 15.975 16.378 26.121 0.1280 -0.1003 -0.0389 0.0838
H 16.354 16.834 27.790 -0.0518 0.3137 -0.3645 0.0989
H 15.742 18.033 26.577 -0.3624 0.3623 0.3041 0.0715
H 20.604 18.377 23.218 0.6737 0.6013 0.2661 0.0463
H 19.571 17.124 23.352 -0.2828 0.3291 0.7137 0.0855
H 20.542 17.492 24.794 0.3657 -0.0011 -0.1523 0.0758
H 17.704 16.661 23.978 -0.3834 0.6080 0.0403 0.0601
C 18.878 13.869 17.582 0.4858 1.2512 1.7708 -0.0173
C 17.862 13.444 18.696 -1.7076 -0.9846 -1.8170 -0.5163
C 17.969 11.923 18.871 -0.6523 0.2900 0.2807 -0.1368
C 17.259 11.409 20.118 0.4569 -0.7601 0.4555 -0.1854
C 17.797 12.084 21.371 -0.2100 -0.1776 0.0817 -0.1410
C 17.626 13.602 21.333 0.2489 0.8209 -1.0979 -0.4698
N 18.163 14.043 19.969 0.6326 1.3243 0.8413 -0.0445
O 18.013 15.487 19.833 -0.3303 -0.9631 0.1024 -0.0563
C 16.179 14.079 21.554 -0.3384 -1.4061 0.1122 -0.0337
C 18.506 14.317 22.358 -0.3896 -0.3860 0.1433 -0.0338
C 16.448 13.781 18.095 0.8485 0.0631 0.4394 -0.0247
H 18.785 14.973 17.457 0.0468 -0.7468 -0.2472 0.0801
H 18.861 13.379 16.605 -0.4916 -0.1018 0.3789 0.0899
H 19.852 13.706 18.059 0.1793 0.0100 -0.3656 0.0747
H 17.505 11.454 18.004 0.3875 -0.0668 -0.1951 0.1214
H 19.029 11.702 18.934 0.2298 -0.4055 -0.0599 0.1164
H 17.454 10.326 20.241 -0.1117 0.3689 -0.2390 0.1175
H 16.179 11.495 20.073 -0.2601 0.2167 -0.2497 0.0997
H 18.843 11.774 21.456 0.1766 0.4960 0.0203 0.1202
H 17.318 11.664 22.259 -0.1642 0.1924 0.0463 0.1223
H 16.047 15.115 21.342 0.1326 0.8286 -0.4172 0.0652
H 15.507 13.492 20.937 -0.1894 0.0740 -0.3974 0.0603
H 15.771 13.926 22.560 0.5749 -0.1026 0.1828 0.0915
H 18.349 15.394 22.214 0.4361 -0.1950 0.0564 0.0636
H 18.146 14.045 23.370 0.3370 0.0322 -0.3464 0.0901
H 19.548 14.005 22.204 -0.2061 0.3866 0.2278 0.0843
H 16.381 14.851 17.932 -0.2317 0.2807 0.3427 0.0584
H 15.621 13.394 18.677 -0.1905 0.1325 0.2458 0.0649
H 16.384 13.350 17.110 0.0320 -0.3959 -0.4332 0.0707
H 18.934 15.775 19.801 0.3279 0.0929 0.3189 0.0506
C 16.170 27.700 12.094 0.8385 -1.2287 0.2252 -0.0410
C 15.597 27.456 13.495 -0.3980 -0.9018 -0.5429 -0.4970
C 14.426 26.419 13.292 0.8892 -0.0825 0.1945 -0.1098
C 13.899 25.999 14.674 0.2504 -1.2911 -1.6005 -0.1596
C 14.957 25.321 15.529 1.1987 1.7744 1.1297 -0.0987
C 16.151 26.308 15.722 0.0676 -0.2970 0.9630 -0.5112
N 16.584 26.789 14.413 0.0738 0.6295 -1.5318 -0.0635
O 17.811 27.537 14.484 -0.2573 -0.4676 -0.1778 -0.0356
C 15.822 27.449 16.699 0.6552 -0.1221 0.7153 -0.0147
C 17.343 25.517 16.258 -0.1526 -1.1272 0.0996 -0.0303
C 15.124 28.787 14.022 -0.2614 0.2619 0.6009 -0.0430
H 16.472 26.692 11.713 0.1110 0.9696 0.0215 0.0976
H 17.019 28.383 12.147 0.1113 -0.1700 -0.1870 0.0776
H 15.428 28.128 11.414 -0.0808 -0.1101 0.2803 0.0845
H 13.610 26.836 12.646 0.6544 -0.0600 0.6820 0.1350
H 14.815 25.525 12.741 -0.0497 0.7178 0.4301 0.1193
H 13.137 25.281 14.455 -0.9252 -0.2508 0.3099 0.0816
H 13.469 26.904 15.024 -0.5372 0.4701 1.3004 0.0926
H 15.386 24.412 15.134 -0.2341 -0.3020 -0.8147 0.0979
H 14.697 25.035 16.568 -0.5511 0.3398 -0.6560 0.1074
H 16.724 28.069 16.745 -0.1541 0.1919 0.0884 0.0845
H 15.019 28.047 16.334 -0.5029 0.3535 0.0876 0.0407
H 15.595 27.185 17.759 0.1760 -0.3118 -0.8901 0.0834
H 17.540 24.776 15.463 0.1327 0.0271 0.5590 0.0661
H 18.239 26.119 16.339 0.0646 0.2252 0.1901 0.0764
H 17.144 24.986 17.232 -0.0175 0.5626 -0.9434 0.0851
H 14.650 29.342 13.247 -0.4019 0.4728 -0.7835 0.0776
H 15.930 29.428 14.394 0.0407 -0.1533 0.0111 0.0903
H 14.392 28.684 14.808 -0.1429 0.1430 0.1411 0.0575
H 17.665 28.461 14.740 -0.5106 -0.0916 0.1308 0.0792
C 16.684 20.220 20.108 -1.1865 -0.3835 0.2665 -0.0347
C 17.482 19.646 18.940 0.5042 -1.3196 0.2925 -0.4409
C 16.728 18.410 18.284 1.4449 1.5366 0.5693 -0.0961
C 15.582 18.941 17.501 -1.5840 0.3359 -0.5855 -0.1790
C 16.004 19.953 16.433 -0.9966 0.1212 0.5484 -0.1253
C 16.787 21.140 16.978 -0.6670 0.5314 -0.2036 -0.4658
N 17.818 20.621 17.880 0.9504 -0.0036 0.1946 -0.0660
O 18.599 21.708 18.424 -0.1357 -0.7200 -0.4657 -0.0638
C 17.495 21.825 15.790 0.8215 -0.2535 0.8681 -0.0142
C 15.859 22.177 17.636 1.0612 0.6314 -0.5594 -0.0160
C 18.819 19.159 19.579 -0.7708 0.4080 -0.2391 -0.0108
H 15.694 20.616 19.838 0.4904 0.3754 -0.1286 0.0690
H 16.392 19.455 20.857 0.6204 0.0192 -0.3955 0.0919
H 17.303 20.940 20.636 -0.2017 0.3326 0.1027 0.0651
H 17.415 17.838 17.638 -0.0982 0.2235 0.2426 0.1206
H 16.467 17.808 19.138 -0.3176 -0.5545 0.0934 0.1060
H 15.039 18.144 16.972 0.0414 0.1655 0.4476 0.0887
H 14.811 19.446 18.132 0.5681 -0.4551 -0.1123 0.1066
H 15.048 20.367 16.035 0.8632 -0.2777 -0.2003 0.0899
H 16.577 19.472 15.647 0.0489 -0.1697 -0.2278 0.1111
H 18.287 22.444 16.210 -0.1731 0.4708 -0.0680 0.0667
H 16.847 22.429 15.168 -0.2815 -0.0815 -0.0743 0.0714
H 18.027 21.082 15.207 -0.1091 -0.2813 -0.3981 0.0824
H 15.332 22.734 16.862 0.2421 0.2305 -0.1461 0.0732
H 16.494 22.883 18.213 -0.6736 -0.2792 -0.2817 0.0819
H 15.048 21.822 18.223 -0.1831 -0.6513 0.8491 0.0409
H 19.282 19.995 20.098 0.1030 -0.0297 0.0804 0.0650
H 18.644 18.357 20.303 -0.0923 0.0064 -0.1396 0.0898
H 19.498 18.832 18.812 0.3209 -0.2807 -0.3037 0.0594
H 18.126 22.131 19.160 -0.0891 0.0433 0.0676 0.0512